# C6H10N2

An isolated molecule of C6H10N2 (ωB97M-V/def2-TZVPD, the Open Molecules 2025 dataset).

Summary:
**LUMO energy**: 0.0333 hartree
**Energy above the lowest of the compared OMol25 structures with the same formula, charge and spin**: 163.0 kcal/mol
**Frontier orbital gap**: 10.0 eV

CARTESIAN COORDINATES (ANGSTROEM)
C 0.7695 1.5839 0.2580
C -0.0773 0.4117 0.1157
C -0.9106 -1.2772 0.1212
C -2.0424 -0.4339 -0.2551
C -1.4674 0.8041 -0.3281
C 0.3007 -0.6905 -0.7352
H 1.9129 1.4479 0.5320
H 0.3302 2.4662 0.8293
H 0.9604 2.0187 -0.8420
H 0.6116 -1.1716 1.5003
H -0.9402 -2.2703 0.4219
H -3.2268 -0.8611 -0.1349
H -2.0678 1.7974 -0.6518
H 0.2048 -0.4853 -1.9038
H 2.6493 -0.2654 -0.3628
H 1.4891 -1.3334 0.6557
N -0.2651 -0.5898 1.2153
N 1.7692 -1.1513 -0.4357

# C6H10N2

A structure of composition C6H10N2 (ωB97M-V/def2-TZVPD, the Open Molecules 2025 dataset).

Summary:
**LUMO energy**: 0.0362 hartree
**Energy above the lowest of the compared OMol25 structures with the same formula, charge and spin**: 103.7 kcal/mol
**Frontier orbital gap**: 10.3 eV

CARTESIAN COORDINATES (ANGSTROEM)
C 1.5430 -0.9246 -1.1572
C 1.5302 0.5770 -0.7797
C 0.7463 0.8738 0.4846
C -0.6674 0.3760 0.6204
C -1.8516 0.8208 -0.0605
C -1.1292 -0.7987 1.2274
H 0.7512 -1.2227 -1.1063
H 2.0033 -1.4815 -0.3204
H 2.0805 -1.1527 -2.0086
H 2.6585 0.8637 -0.7609
H 1.1414 1.1498 -1.8454
H 0.9026 2.0311 0.7004
H 1.5302 0.4905 1.2977
H -1.9294 1.9217 -0.6734
H -3.2522 -1.4384 1.2502
H -0.6658 -1.4640 2.0042
N -2.9135 0.1358 0.2137
N -2.4780 -0.7576 0.9138

# C6H10N2O

An isolated molecule of C6H10N2O (ωB97M-V/def2-TZVPD, the Open Molecules 2025 dataset).

Summary:
**LUMO energy**: 0.0342 hartree
**SMILES**: O[C@@]12CC[C@H]1C=NNC2
**Energy above the lowest of the compared OMol25 structures with the same formula, charge and spin**: 93.9 kcal/mol
**Frontier orbital gap**: 9.4 eV

CARTESIAN COORDINATES (ANGSTROEM)
O -0.9607 1.3853 0.3446
C 0.0572 0.5766 -0.1946
C 1.4588 1.0431 0.3992
C 1.1471 0.2493 1.7022
C 0.2977 -0.6882 0.7359
C -1.0096 -1.2972 0.8190
N -1.7457 -1.4336 -0.2638
N -1.4354 -0.7870 -1.4913
C -0.3092 0.2376 -1.6516
H -1.7088 0.8840 0.1222
H 1.7655 2.1936 0.2884
H 2.2477 0.4819 -0.2377
H 2.0646 -0.1214 2.2680
H 0.3729 0.8746 2.1697
H 0.9460 -1.4363 0.1877
H -1.2735 -1.9512 1.5739
H -2.0085 -0.9886 -2.2495
H 0.6796 -0.2539 -2.1793
H -0.5858 1.0314 -2.3430

# C6H10N2O

A structure of composition C6H10N2O (ωB97M-V/def2-TZVPD, the Open Molecules 2025 dataset).

Summary:
**LUMO energy**: 0.0151 hartree
**Energy above the lowest of the compared OMol25 structures with the same formula, charge and spin**: 152.4 kcal/mol
**Frontier orbital gap**: 8.7 eV

CARTESIAN COORDINATES (ANGSTROEM)
C -0.2948 3.1278 -0.6416
C 0.0949 1.6565 -0.3147
C -0.5984 0.3700 -0.1881
C 1.2055 -0.9075 0.8681
C 2.0646 -1.9710 1.1213
C -1.0105 -1.9068 0.2806
H 0.0008 3.3189 -1.6148
H 0.2489 3.7843 0.1308
H -1.3003 3.2127 -0.3988
H 1.1975 1.4017 -0.2820
H -1.6453 0.1920 0.0780
H 1.3882 0.0079 1.4436
H 1.9983 -2.9001 0.4083
H 2.7927 -1.8306 1.7908
H -1.3033 -2.0862 1.4306
H -1.1894 -0.6707 -1.7728
N 0.0008 -0.8506 0.1488
N -1.9025 -2.1931 -0.5935
O -1.7477 -1.7551 -1.8945

# C6H10N2O

An isolated molecule of C6H10N2O (ωB97M-V/def2-TZVPD, the Open Molecules 2025 dataset).

Summary:
**LUMO energy**: 0.0353 hartree
**SMILES**: C[C@@H]1[C@@H]2C[C@H]1OC=NN2
**Energy above the lowest of the compared OMol25 structures with the same formula, charge and spin**: 121.6 kcal/mol
**Frontier orbital gap**: 9.5 eV

CARTESIAN COORDINATES (ANGSTROEM)
C 0.4768 -0.8066 -1.8804
C -0.3108 -0.2310 -0.6917
C 0.7607 0.7464 0.0842
C 1.1211 -0.5611 0.9711
C -0.1964 -1.0928 0.5528
O -1.1822 -0.6336 1.3884
C -1.6933 0.6860 1.2743
N -1.0864 1.8695 1.0966
N 0.2524 1.9302 0.7558
H -0.1852 -1.5476 -2.3685
H 1.3426 -1.2996 -1.4444
H 0.5431 -0.0751 -2.6157
H -1.3034 0.0284 -1.0825
H 1.4501 1.2802 -0.4141
H 1.5068 -0.6139 2.1735
H 1.7354 -1.1791 0.1623
H -0.6054 -2.0971 0.3156
H -2.7637 0.8679 1.5819
H 0.1377 2.7289 0.1408

# C6H10N2O

A cluster of 2 separate species, C6H10N2O in total (ωB97M-V/def2-TZVPD, the Open Molecules 2025 dataset).

Summary:
**LUMO energy**: 0.0353 hartree
**SMILES**: C#CC(=O)N(C)N.C=C
**Energy above the lowest of the compared OMol25 structures with the same formula, charge and spin**: 98.2 kcal/mol
**Frontier orbital gap**: 10.4 eV

CARTESIAN COORDINATES (ANGSTROEM)
C -2.0653 1.4312 -1.3396
C -1.2239 0.6245 -1.0293
C -0.3988 -0.5922 -0.8709
O -0.0574 -1.2524 -1.8400
N -0.5057 -1.1653 0.3939
C -0.9863 -0.5041 1.5793
N 0.2377 -2.3299 0.6431
H -2.7467 2.2127 -1.5377
H -1.3911 0.4795 1.3330
H -0.1644 -0.3942 2.2967
H -1.7773 -1.1074 2.0408
H 1.2370 -2.1382 0.5434
H 0.0013 -3.0166 -0.0731
C 1.9088 0.6829 -0.2403
C 1.2687 1.8339 -0.4920
H 2.4818 0.1815 -1.0052
H 2.0879 0.3656 0.7820
H 0.8420 2.4293 0.2976
H 1.2519 2.2592 -1.4815

# C6H10N2O2

A structure of composition C6H10N2O2 (ωB97M-V/def2-TZVPD, the Open Molecules 2025 dataset).

Summary:
**LUMO energy**: 0.0175 hartree
**Energy above the lowest of the compared OMol25 structures with the same formula, charge and spin**: 172.0 kcal/mol
**Frontier orbital gap**: 9.9 eV

CARTESIAN COORDINATES (ANGSTROEM)
C -1.6147 -0.0659 1.3718
C -1.3204 0.6995 0.0009
C 1.0944 1.5463 -0.3865
C 2.3371 0.7943 -0.6440
C 2.0435 -0.4149 -1.4662
C 0.6059 -0.6347 -1.0370
H -0.6285 -1.9478 0.5687
H -1.8466 -1.6707 2.4139
H -1.7484 0.0557 -0.7879
H -1.5951 1.4750 0.4179
H 1.1344 2.1443 0.7980
H 0.9144 2.7787 -0.9830
H 2.9578 1.4205 -1.5733
H 3.1811 0.6494 0.4763
H 1.7556 -0.3751 -2.4192
H 2.6070 -1.2968 -0.9404
N -1.1727 -1.3789 1.4763
N 0.0887 0.4490 -0.4545
O -2.0854 0.6454 2.3262
O -0.1669 -1.6792 -1.3459

# C6H10N2O2

A cluster of 2 separate species, C6H10N2O2 in total (ωB97M-V/def2-TZVPD, the Open Molecules 2025 dataset).

Summary:
**LUMO energy**: 0.0166 hartree
**SMILES**: [H]/N=C/CC(=O)OC.CC#N
**Energy above the lowest of the compared OMol25 structures with the same formula, charge and spin**: 36.8 kcal/mol
**Frontier orbital gap**: 10.4 eV

CARTESIAN COORDINATES (ANGSTROEM)
H -4.9093 0.8503 0.6265
N -3.9835 0.4885 0.4047
C -3.0913 1.3095 0.7616
C -1.6401 0.9808 0.5298
C -0.7070 2.0009 1.1428
O -1.0745 3.0508 1.5924
O 0.6048 1.6975 1.1958
C 1.1177 0.5656 0.4934
H -3.2977 2.2676 1.2405
H -1.4295 -0.0165 0.9184
H -1.4605 0.9183 -0.5472
H 0.8094 0.5612 -0.5497
H 2.1994 0.6629 0.5456
H 0.8190 -0.3698 0.9676
C 3.1290 -2.6579 -1.4621
C 1.7799 -2.1731 -1.7306
N 0.7192 -1.7918 -1.9482
H 3.4755 -2.2804 -0.5018
H 3.1328 -3.7458 -1.4366
H 3.8067 -2.3185 -2.2429

# C6H10N2O2

A cluster of 2 separate species, C6H10N2O2 in total (ωB97M-V/def2-TZVPD, the Open Molecules 2025 dataset).

Summary:
**LUMO energy**: 0.0295 hartree
**SMILES**: CN1[C@@H]2[C@@H]3NC(=O)[C@@H]3[C@@H]21.O
**Energy above the lowest of the compared OMol25 structures with the same formula, charge and spin**: 113.1 kcal/mol
**Frontier orbital gap**: 9.9 eV

CARTESIAN COORDINATES (ANGSTROEM)
C -2.3511 2.0093 -0.4078
N -1.1558 1.2760 -0.7940
C -1.3820 0.2506 -1.8017
C -0.0699 -0.5333 -1.9915
N 0.8140 -0.7517 -0.8454
C 1.5356 0.6692 -1.1213
O 2.0234 1.4932 -0.3801
C 0.6403 0.8064 -2.3573
C -0.7002 1.5319 -2.1529
H -3.0618 2.1524 -1.2421
H -2.8642 1.4611 0.3932
H -2.0581 2.9969 -0.0283
H -2.3897 -0.0970 -2.0304
H -0.0986 -1.3396 -2.7301
H 0.4996 -0.9964 0.0873
H 1.1405 0.9178 -3.3233
H -1.0629 2.3924 -2.7145
O 3.3806 -0.7646 -1.2710
H 2.5086 -1.4734 -1.0748
H 3.4287 -0.8639 -2.2411

# C6H10N2O2S

A cluster of 2 separate species, C6H10N2O2S in total (ωB97M-V/def2-TZVPD, the Open Molecules 2025 dataset).

Summary:
**LUMO energy**: -0.0282 hartree
**SMILES**: C=C(C#N)C(N)=O.CCSO
**Energy above the lowest of the compared OMol25 structures with the same formula, charge and spin**: 79.7 kcal/mol
**Frontier orbital gap**: 7.6 eV

CARTESIAN COORDINATES (ANGSTROEM)
C 4.1526 -0.3728 1.7125
C 3.4625 -0.2189 0.5454
C 2.3261 -0.9658 0.3418
N 1.5363 -1.7692 0.1480
C 3.8656 0.8935 -0.3721
N 3.3504 0.7596 -1.5977
O 4.5275 1.8445 -0.0502
H 4.0529 -1.2499 2.3163
H 4.9496 0.2304 1.8829
H 2.7985 -0.0158 -1.9273
H 3.5801 1.4219 -2.2889
C -2.8710 0.3047 -2.0234
C -1.5143 0.7570 -1.6305
S -0.9449 0.7966 0.1492
O -0.8991 -0.8370 0.4487
H -2.9393 0.4516 -3.0938
H -3.2705 -0.7403 -1.6935
H -3.5917 1.0009 -1.6150
H -1.4586 1.9337 -1.6282
H -0.8331 0.4698 -2.4162
H -0.0483 -1.3578 0.1942

# C6H10N2O3

An isolated molecule of C6H10N2O3 (ωB97M-V/def2-TZVPD, the Open Molecules 2025 dataset).

Summary:
**LUMO energy**: 0.0204 hartree
**SMILES**: CN1C=CCN[C@]1(O)C(=O)O
**Energy above the lowest of the compared OMol25 structures with the same formula, charge and spin**: 78.1 kcal/mol
**Frontier orbital gap**: 8.7 eV

CARTESIAN COORDINATES (ANGSTROEM)
C 0.1154 2.0942 -0.4861
N -0.2101 0.8177 0.0679
C -1.5758 0.5986 0.2755
C -2.0929 -0.6382 0.3549
C -1.1968 -1.8245 0.0546
N 0.2370 -1.6406 0.3249
C 0.7405 -0.5043 -0.2442
O 0.7028 -0.7325 -1.6417
C 2.0985 -0.0727 0.2700
O 3.0478 -0.2861 -0.4225
O 2.2985 0.4849 1.4394
H -0.5096 2.8544 0.2522
H 1.1158 2.2102 -0.4207
H -0.0753 2.1626 -1.6006
H -2.2814 1.3797 0.4629
H -3.0269 -0.9247 0.6598
H -1.6736 -2.7653 0.5902
H -1.0635 -2.1161 -0.9505
H 0.5092 -1.7363 1.3066
H 1.4070 -0.1681 -2.0152
H 1.4333 0.8071 1.7226

# C6H10N2O3

A structure of composition C6H10N2O3 (ωB97M-V/def2-TZVPD, the Open Molecules 2025 dataset).

Summary:
**LUMO energy**: 0.0146 hartree
**Energy above the lowest of the compared OMol25 structures with the same formula, charge and spin**: 231.1 kcal/mol
**Frontier orbital gap**: 9.8 eV

CARTESIAN COORDINATES (ANGSTROEM)
C 2.4276 -0.0212 -0.2032
C 0.8737 0.0607 -0.3055
C 0.4573 1.3753 0.1607
C -1.0718 1.6614 -0.1653
C -1.1128 -0.5816 1.1851
C 0.1145 -1.0618 0.3010
H 3.1826 -1.4301 -1.0052
H 0.4440 -0.2323 -1.5871
H 0.7617 1.4828 1.3104
H 1.1541 2.4015 -0.1056
H -1.4591 2.8274 0.6481
H -1.2118 1.7638 -1.3131
H -0.7383 -0.1610 2.0478
H -2.2085 -1.3850 1.4255
H 0.5200 -1.4825 1.4687
H -0.1827 -1.8760 -0.4765
N -1.7720 0.4026 0.2059
N -2.7409 0.0800 -0.6748
O 2.7639 -1.4605 -0.2595
O 3.1684 0.7677 0.0544
O -3.2827 -1.0426 -0.4158